Record 1
The following is a DFT calculation (ωB97M-V with the def2-TZVPD basis set) of an isolated ion of composition C3H7N2O and charge +1 at a distorted geometry.

Each line ends with the natural charge from an NBO analysis.
Cartesian coordinates (Å):
O -2.328 0.273 0.327  -0.377
N 0.063 0.123 0.024  -0.141
N 0.986 1.132 0.290  -0.620
C 0.431 -1.023 -0.717  -0.204
C 0.249 -1.008 0.814  -0.203
C -1.394 0.620 -0.290  0.554
H 1.108 -1.117 1.411  0.276
H -0.733 -1.305 1.142  0.257
H -0.272 -1.286 -1.448  0.242
H 1.243 1.717 -0.471  0.401
H 1.388 -1.009 -1.065  0.245
H -1.334 1.318 -1.123  0.180
H 0.594 1.564 1.106  0.389

Values from the calculation:
HOMO = -15.72 eV
SMILES = N[N+]1(C=O)CC1
Kohn-Sham gap = 11.23 eV
Energy relative to the best compared isomer or geometry (same formula, charge and spin) = 392.1 kJ/mol
LUMO energy = -4.50 eV
Total charge = +1


Record 2
The following is a DFT calculation (ωB97M-V with the def2-TZVPD basis set) of C45H58BF4N6NbP2Si as an isolated structure at a distorted geometry.

Each line ends with the Mulliken charge.
Cartesian coordinates (Å):
Nb -0.674 0.725 0.165  -2.938
P -2.246 -0.866 -1.412  1.318
P 1.371 0.110 1.894  1.945
Si 1.406 1.039 -1.534  3.130
F -1.999 4.496 -0.889  -0.346
F 0.102 3.862 -1.659  -0.267
F -1.859 3.492 -2.974  -0.215
F -1.451 2.161 -1.124  0.295
N -4.506 1.949 2.422  -0.568
N -3.208 2.424 2.074  0.554
N -1.195 2.331 1.446  -0.052
N -2.320 1.691 1.381  0.845
N -1.129 -1.024 1.410  1.873
N -2.611 3.508 2.582  -1.013
C -4.003 -0.352 -1.683  0.161
C -3.975 -5.710 -0.234  -1.532
C -2.133 -0.848 3.702  -0.228
C 1.898 -2.353 3.434  -1.616
C 2.659 1.239 2.663  0.984
C -2.393 -2.249 -0.219  -0.848
C -1.268 -2.976 -3.161  -1.621
C 0.176 2.690 -5.197  -0.741
C 2.008 -1.680 2.058  0.673
C -1.872 -3.354 1.862  -0.140
C 3.452 -1.559 -4.156  -0.845
C -1.352 3.449 2.178  -0.477
C 2.410 -1.602 -1.603  0.064
C 1.409 2.070 -3.229  0.647
C 2.557 -0.565 -3.731  -0.557
C -2.645 -4.452 1.539  -1.363
C -4.696 -0.219 -0.322  0.673
C 3.283 0.699 3.952  -1.291
C 5.304 3.353 -0.152  -0.846
C 1.242 3.436 -5.668  -0.916
C 4.265 1.210 -0.597  -0.313
C 3.030 1.845 -0.795  1.421
C -3.151 -3.361 -0.599  -0.417
C 2.124 -0.496 -2.407  0.349
C -0.665 0.842 6.777  -1.550
C -1.480 -1.483 -3.017  2.772
C 5.371 1.965 -0.195  -0.694
C 0.036 0.719 4.394  -0.752
C -3.247 -4.505 0.260  0.435
C -1.999 -0.371 4.994  -1.034
C -4.904 -1.226 -2.583  -1.399
C 2.490 2.791 -3.690  -0.275
C 2.397 3.483 -4.918  -0.998
C 2.964 3.216 -0.595  -0.323
C -0.893 0.386 5.372  0.023
C -1.722 -2.221 1.018  -0.823
C -2.181 -0.876 -4.246  -1.909
C 3.323 -2.603 -1.977  -0.692
C 3.411 -1.964 1.557  -1.029
C 4.094 3.985 -0.337  -0.814
C 0.005 0.153 3.122  -0.206
C 0.275 2.022 -4.006  0.415
C 2.141 2.700 2.696  -0.948
C 3.847 -2.533 -3.252  -0.781
C -1.143 -0.585 2.727  0.096
B -1.298 3.637 -1.745  0.024
H -0.745 1.960 6.806  0.315
H -2.998 -1.433 3.417  0.664
H 0.332 0.589 7.145  0.345
H 4.167 -1.881 2.328  0.420
H -5.017 2.662 2.916  0.344
H 3.856 -1.561 -5.176  0.451
H -2.222 -3.488 -3.284  0.393
H 3.727 1.503 4.568  0.415
H 3.566 -3.428 -1.280  0.396
H -5.719 0.187 -0.471  0.790
H 4.592 -3.248 -3.600  0.394
H 1.632 2.978 3.625  0.323
H -4.871 -5.429 -0.833  0.365
H -0.456 -1.067 -2.954  -1.464
H 1.445 2.914 1.858  -0.309
H 0.912 -2.214 3.830  0.288
H -2.375 0.200 -4.084  0.379
H 1.866 -1.736 -0.659  0.021
H 2.650 -2.041 4.169  0.329
H 4.076 5.084 -0.318  0.448
H -2.702 -0.619 5.773  0.432
H 1.279 -2.178 1.388  0.019
H -3.054 -1.473 -4.568  0.567
H 6.309 1.483 0.033  0.476
H -3.895 0.611 -2.211  0.639
H 4.346 0.111 -0.711  0.267
H -3.321 -6.302 -0.874  0.300
H -0.611 -3.209 -4.028  0.420
H -2.770 -5.281 2.251  0.396
H -5.399 -2.065 -2.018  0.351
H -1.414 0.381 7.422  0.417
H -5.704 -0.559 -2.988  0.453
H -4.147 0.454 0.389  -1.785
H 2.571 0.133 4.616  0.255
H -0.584 1.472 -3.676  -0.304
H 0.916 1.287 4.688  0.723
H 3.424 1.194 1.841  -0.025
H -1.324 -3.357 2.812  0.543
H -0.711 2.708 -5.797  0.510
H 2.211 0.149 -4.494  0.353
H -3.686 -3.429 -1.534  0.464
H -1.418 -0.989 -5.061  0.399
H -4.310 -6.356 0.596  0.410
H -0.717 -3.393 -2.307  0.344
H 3.444 -3.056 1.236  0.317
H 2.023 3.762 -0.732  0.274
H 6.193 3.937 0.119  0.368
H 2.966 3.403 2.581  0.561
H -4.414 -1.624 -3.440  0.211
H 4.094 -0.016 3.746  0.334
H -4.992 1.579 1.577  0.350
H 2.051 -3.459 3.305  0.438
H 3.441 2.876 -3.163  0.376
H 3.640 -1.381 0.692  -0.040
H 3.255 4.050 -5.251  0.458
H -0.608 4.164 2.390  0.572
H -4.798 -1.227 0.184  0.111
H 1.171 4.027 -6.562  0.418

Values from the calculation:
HOMO (alpha / beta) = -12.66 / -12.66 eV
Kohn-Sham gap (alpha / beta) = 4.94 / 4.95 eV
LUMO energy (alpha / beta) = -7.72 / -7.71 eV
Total charge = +2


Record 3
The following is a DFT calculation (ωB97M-V with the def2-TZVPD basis set) of a 2-piece molecular cluster, H3PS4 overall at a distorted geometry.

Each line ends with the natural charge from an NBO analysis.
Cartesian coordinates (Å):
S 1.637 -1.706 0.462  -0.065
S -0.220 0.954 -1.928  -0.317
S -0.240 0.790 2.125  -0.215
S -1.654 -2.154 1.701  -0.277
P 0.021 -1.235 1.496  0.413
H -0.729 0.309 -3.008  0.150
H 0.119 2.050 -2.828  0.167
H 1.065 0.993 1.980  0.143

Values from the calculation:
⟨S²⟩ = 2.02
2S+1 = 3
HOMO (alpha / beta) = -6.97 / -9.44 eV
Kohn-Sham gap (alpha / beta) = 6.66 / 5.41 eV
Energy relative to the best compared isomer or geometry (same formula, charge and spin) = 77.6 kJ/mol
LUMO energy (alpha / beta) = -0.30 / -4.04 eV


Record 4
The following is a DFT calculation (ωB97M-V with the def2-TZVPD basis set) of an isolated ion of composition C5H12N3 and charge +1 at a distorted geometry.

Each line ends with the natural charge from an NBO analysis.
Cartesian coordinates (Å):
N -0.499 0.934 0.799  -0.463
N -0.453 -0.332 0.139  -0.263
N 1.800 -0.135 0.124  -0.502
C -0.944 1.900 -0.067  -0.428
C 3.168 -0.578 0.032  -0.423
C -2.801 -1.031 0.014  -0.378
C 0.734 -0.740 -0.213  0.368
C -1.765 -0.974 -0.709  -0.019
H 3.346 -1.480 -0.482  0.232
H 1.422 0.749 0.609  0.443
H -0.927 0.718 1.672  0.397
H -0.398 1.837 -0.981  0.213
H 3.408 -0.622 1.104  0.228
H -1.969 1.767 -0.273  0.195
H -0.966 2.899 0.496  0.239
H 0.879 -1.572 -0.772  0.208
H -2.640 -0.751 0.996  0.214
H 3.874 0.155 -0.387  0.238
H -3.752 -1.465 -0.346  0.259
H -1.517 -1.280 -1.753  0.241

Values from the calculation:
HOMO = -13.92 eV
SMILES = C=C/[N+](=C/NC)NC
Kohn-Sham gap = 11.21 eV
Energy relative to the best compared isomer or geometry (same formula, charge and spin) = 380.9 kJ/mol
LUMO energy = -2.71 eV
Total charge = +1


Record 5
The following is a DFT calculation (ωB97M-V with the def2-TZVPD basis set) of a 2-piece molecular cluster, C4H9N3O overall at a distorted geometry.

Each line ends with the natural charge from an NBO analysis.
Cartesian coordinates (Å):
O -0.431 2.263 0.423  -0.650
N 1.577 0.600 -0.497  -0.361
N 0.231 -1.176 -0.273  -0.625
N 2.622 -0.232 0.486  -0.756
C -1.692 -0.021 0.438  -0.489
C 0.463 0.135 -0.486  0.357
C -1.291 -1.320 0.072  -0.204
C -0.828 1.035 -0.355  0.066
H -1.693 -1.378 -0.912  0.181
H -1.342 -2.312 0.752  0.225
H 0.842 -1.748 0.280  0.411
H -1.481 1.305 -1.368  0.183
H 0.376 2.886 -0.771  0.446
H -1.409 0.078 1.485  0.237
H 3.214 0.753 1.030  0.386
H 3.458 -0.809 -0.250  0.358
H -2.617 -0.057 -0.056  0.234

Values from the calculation:
HOMO = -8.65 eV
Kohn-Sham gap = 8.20 eV
Energy relative to the best compared isomer or geometry (same formula, charge and spin) = 954.9 kJ/mol
LUMO energy = -0.45 eV


Record 6
The following is a DFT calculation (ωB97M-V with the def2-TZVPD basis set) of C4H2NiO5 as an isolated structure at a distorted geometry.

Each line ends with the natural charge from an NBO analysis.
Cartesian coordinates (Å):
Ni -0.019 -0.124 0.004  0.925
O -0.472 0.488 -2.911  -0.235
O 0.156 1.957 -0.240  -0.924
O 0.466 -0.464 2.887  -0.226
O -2.097 -2.094 0.001  -0.204
O 2.828 -0.720 -0.574  -0.226
C -1.250 -1.320 0.021  0.426
C 0.266 -0.303 1.764  0.438
C 1.737 -0.480 -0.347  0.471
C -0.328 0.159 -1.842  0.471
H 0.929 2.125 0.415  0.543
H -0.706 2.196 0.244  0.540

Values from the calculation:
⟨S²⟩ = 2.01
2S+1 = 3
HOMO (alpha / beta) = -20.32 / -22.94 eV
Kohn-Sham gap (alpha / beta) = 9.70 / 9.63 eV
LUMO energy (alpha / beta) = -10.62 / -13.31 eV
Total charge = +2


Number 6 is which compound? C4H2NiO5